(1)
The following is a DFT calculation (ωB97M-V/def2-TZVPD) of a molecular structure, C39H35BO2P2PtSe.

Geometry as XYZ:
```
81
Properties=species:S:1:pos:R:3:forces:R:3:lowdin_spin:R:1
C -2.236 -2.163 4.414 0.0 0.0 0.0 0.00
C 2.469 0.837 4.245 0.0 0.0 0.0 0.00
H 1.408 5.947 1.603 0.0 0.0 0.0 0.00
C -5.698 -2.964 -0.596 0.0 -0.1 0.0 0.01
C 1.096 -2.536 0.411 -0.1 0.2 0.0 0.02
H 2.217 1.484 5.075 0.0 0.0 0.0 0.00
O 0.229 3.445 1.102 -0.5 0.2 0.2 0.04
C 4.254 4.167 0.972 0.1 0.0 -0.1 0.00
H 0.430 0.524 3.676 0.0 0.0 0.0 0.00
Se -3.468 1.013 0.610 0.4 0.2 0.0 0.26
P 0.363 -1.188 1.431 -0.1 0.2 0.0 0.12
C -3.381 0.948 -4.053 0.0 0.0 -0.1 0.00
H 1.876 -3.032 0.991 0.0 0.0 0.0 0.00
C -4.344 -0.626 0.099 0.1 0.1 0.0 0.05
C 2.052 5.111 1.366 -0.2 0.0 0.0 0.00
H -0.380 -4.987 4.579 0.0 0.0 0.0 0.00
H -0.436 -1.507 -4.504 0.0 0.0 0.0 0.00
C 1.666 -2.070 -0.935 -0.1 0.0 0.1 0.00
H 4.588 0.985 4.569 0.0 0.0 0.0 0.00
C -1.547 -1.513 3.401 0.0 0.0 0.0 0.01
H 1.036 -1.910 -2.998 -0.1 0.0 0.0 0.00
H 4.343 2.058 0.453 0.0 0.0 0.0 0.00
C -1.261 -0.820 -4.364 0.1 0.0 0.0 0.01
C 2.927 2.842 -3.510 0.0 0.0 0.0 0.00
C 1.829 3.255 -2.768 -0.1 0.0 -0.1 0.00
C -0.717 -4.017 4.237 0.0 0.0 0.0 0.00
C 1.535 3.860 1.111 0.4 -0.2 -0.1 0.01
C -2.214 -0.693 -5.362 0.0 0.0 -0.1 0.00
H 5.153 -0.471 2.656 0.0 0.0 0.0 0.00
H 2.424 -0.496 -3.457 0.0 0.0 0.0 0.00
C -3.276 0.186 -5.207 0.0 0.0 0.0 0.00
C 3.112 -0.802 2.099 -0.1 -0.1 0.0 0.00
H 3.627 3.574 -3.892 0.0 0.0 0.0 0.00
B 0.226 2.089 0.788 0.4 -0.9 -0.6 0.20
H -2.370 -3.943 5.601 0.0 0.0 0.0 0.00
H -4.208 1.635 -3.926 0.0 0.0 0.0 0.00
C 3.438 5.244 1.297 0.1 0.0 0.0 0.00
H -3.099 -1.691 4.866 0.0 0.0 0.0 0.00
C 1.130 0.955 -2.514 -0.1 0.1 0.2 0.01
H -5.718 0.368 -1.215 0.0 0.0 0.0 0.00
H -2.515 1.398 -2.139 -0.1 0.0 0.0 0.00
H -4.027 0.268 -5.982 0.0 0.0 0.0 0.00
H 1.676 4.306 -2.558 0.0 0.0 0.0 0.00
C 2.232 0.551 -3.259 0.0 0.0 0.1 0.00
O 1.573 1.682 0.591 0.3 0.3 0.0 0.03
Pt -1.065 0.486 0.319 0.2 -0.9 0.0 0.85
C 0.594 -1.827 -2.006 -0.1 0.3 0.3 0.02
C -1.825 -3.422 4.824 -0.1 0.0 0.1 0.00
H -3.153 -1.890 1.348 0.2 0.0 0.1 0.00
C -3.969 -1.848 0.647 -0.1 0.0 -0.1 0.03
H -6.900 -1.706 -1.846 0.0 0.0 0.0 0.00
C 1.467 0.293 3.462 0.1 0.0 0.0 0.01
C -5.410 -0.582 -0.796 0.1 0.0 0.0 0.02
H 0.293 -3.261 0.250 0.0 0.0 0.0 0.00
C -1.364 -0.065 -3.199 -0.3 -0.1 0.3 0.03
C 3.120 1.494 -3.760 0.1 0.0 0.0 0.00
C -2.431 0.821 -3.053 0.1 0.0 0.0 0.01
H 0.062 2.629 -1.719 0.0 0.1 0.0 0.01
H -2.128 -1.283 -6.266 0.0 0.0 0.0 0.00
C 0.929 2.318 -2.292 0.1 -0.1 0.0 0.01
C 3.723 2.907 0.708 -0.1 -0.2 0.0 0.00
H 3.971 1.165 -4.344 0.0 0.0 0.0 0.00
P -0.158 -0.158 -1.830 -0.1 0.4 0.0 0.14
C -0.454 -2.116 2.782 -0.3 0.1 -0.1 0.03
H 3.383 -1.421 1.252 0.0 0.0 0.0 0.00
H 5.325 4.312 0.902 0.0 0.0 0.1 0.00
H -4.346 -3.950 0.757 0.0 0.0 0.0 0.00
C 2.354 2.780 0.793 -0.1 0.3 0.1 0.01
C 1.780 -0.543 2.389 0.0 0.1 0.0 0.01
C -0.037 -3.372 3.215 0.1 0.0 0.0 0.01
H 2.352 -2.838 -1.297 0.0 0.0 0.0 0.00
H 0.824 -3.855 2.770 0.0 0.0 0.0 0.00
H 2.245 -1.152 -0.794 0.1 -0.1 0.0 0.00
H -6.221 -3.872 -0.869 0.0 0.0 0.0 0.00
C 4.117 -0.256 2.887 0.1 0.0 0.0 0.00
C 3.801 0.560 3.960 0.0 0.0 0.0 0.00
H -0.206 -2.567 -1.930 0.0 0.0 0.0 0.00
C -6.076 -1.748 -1.145 -0.1 0.0 0.0 0.00
C -4.645 -3.010 0.307 0.0 0.0 0.0 0.00
H -1.858 -0.527 3.070 -0.1 -0.1 0.0 0.00
H 3.890 6.205 1.502 0.0 0.0 0.0 0.00
```
Positions in Å, forces in eV/Å.

Calculated values
- HOMO-LUMO gap (alpha / beta): 6.938 / 6.516 eV
- Multiplicity: 3

(2)
The following is a DFT calculation (ωB97M-V/def2-TZVPD) of 7 unconnected molecules or ions with the total composition C42H58Br2N3O22P.

Geometry as XYZ:
```
128
Properties=species:S:1:pos:R:3:forces:R:3:lowdin_charge:R:1
H -2.987 -2.808 -8.479 0.1 0.2 -0.1 0.14
C 2.286 4.256 -0.161 1.6 0.2 -1.6 -0.32
H 4.281 4.092 7.086 0.0 0.1 -0.1 0.16
C -2.927 -1.855 -7.954 0.2 -0.5 -0.2 -0.10
O 5.505 4.429 -2.769 -0.2 -2.9 0.6 -0.15
C 0.010 -0.015 -0.337 0.5 1.1 -0.1 -0.16
H 1.642 1.836 -8.431 0.0 -0.1 0.0 0.09
O -0.304 3.133 1.061 0.3 0.6 -0.6 0.05
C 0.792 4.515 -0.684 -0.7 0.7 0.7 -0.10
O -4.291 0.350 -1.115 0.2 -0.3 -0.4 0.09
C -1.572 -2.904 2.462 2.8 0.3 -1.7 -0.07
H -3.080 -8.611 2.813 0.0 -0.1 -0.1 0.08
O 2.518 6.063 6.461 -0.3 -0.5 0.2 0.03
O 1.771 -1.552 -6.659 -0.3 0.2 0.3 0.06
H -2.538 -10.264 2.459 0.0 0.0 -0.1 0.09
H -5.142 -2.831 -6.369 0.0 0.1 -0.1 0.09
C -3.523 1.481 -1.527 -0.2 0.9 0.4 -0.35
H -4.828 -3.686 7.487 -0.1 -0.2 -0.1 0.14
C -2.972 0.333 -8.428 0.1 0.4 -0.1 -0.55
H 2.279 3.872 -2.825 1.0 -0.8 0.3 0.11
C 4.033 4.242 9.215 -0.3 -0.2 0.2 -0.02
C 3.467 6.042 7.531 0.4 0.5 -0.2 -0.09
H 3.219 0.674 -6.084 0.0 -0.1 0.0 0.15
H 3.396 -0.988 -7.836 -0.1 -0.2 0.1 0.14
H 3.379 2.014 -8.128 0.0 0.0 0.1 0.10
H 4.405 6.505 7.224 -0.2 0.0 -0.2 0.14
H -1.516 -0.621 2.109 0.8 -1.0 -0.5 0.11
O -1.396 -7.346 1.218 0.4 0.0 -0.5 0.08
C 2.090 1.589 -0.341 -0.5 -0.7 -0.3 -0.17
C 2.897 3.006 -2.445 -0.3 -0.1 1.0 -0.14
H 3.325 5.494 3.940 -1.1 0.4 -0.4 0.07
H -2.268 -1.964 -7.087 -0.2 0.0 0.1 0.14
H 1.281 -3.669 0.610 -1.0 0.3 0.5 0.11
C -2.803 -3.881 6.726 0.5 0.6 0.5 -0.34
C 0.775 1.179 -1.103 0.2 -1.7 -0.1 -0.17
C 0.951 -0.802 -5.872 -0.3 -0.1 0.2 -0.56
O 0.200 -8.315 -0.030 -0.2 0.3 0.1 0.06
O 2.283 4.104 7.539 -0.2 0.4 -0.5 0.09
H -0.869 -3.067 7.197 -0.1 0.1 -0.1 0.09
H 1.605 -1.566 -0.233 -0.5 0.6 0.8 0.13
H -5.699 -1.186 -6.000 0.0 -0.1 -0.1 0.09
H 1.093 0.718 -2.089 -0.6 0.9 0.8 0.11
C 3.607 4.573 7.803 0.5 -0.2 0.8 -0.34
Br 3.242 3.032 2.591 -0.5 0.6 -1.4 0.84
H -5.096 2.957 -1.395 0.1 0.0 -0.1 0.09
H 2.823 0.740 -0.505 -0.8 0.9 0.2 0.13
C -4.106 2.762 -0.977 -0.3 -0.1 0.2 -0.02
C 2.098 5.525 2.061 0.8 -1.0 0.9 -0.64
H -0.747 0.516 0.314 1.0 -0.9 -0.3 0.09
C -4.041 -4.432 7.377 -0.5 0.2 0.1 -0.11
H 6.419 4.088 -2.662 -0.4 0.5 0.2 0.09
C 2.394 0.635 -6.803 0.4 0.8 -0.5 -0.34
O -2.624 1.409 -8.801 -0.1 -0.3 0.1 0.16
H 3.420 4.774 9.946 0.0 0.0 -0.1 0.09
H -2.726 1.824 -3.515 0.0 -0.2 -0.1 0.14
H -2.412 -8.923 0.395 0.1 0.0 -0.1 0.16
C 3.197 5.373 -0.809 -2.0 -1.4 1.4 -0.21
C -1.678 -8.747 1.188 -0.5 -0.5 0.8 -0.34
H -3.049 -3.178 5.923 -0.1 -0.1 0.0 0.16
C -4.278 -1.293 -7.612 -0.5 -0.5 0.7 -0.34
O 4.283 3.382 -4.705 -0.2 -0.4 2.5 -0.34
C 4.350 2.648 -0.449 -2.8 1.2 0.5 -0.26
C -0.334 -9.319 0.835 0.1 -0.4 -0.3 -0.11
H 0.556 3.975 -1.636 0.4 0.2 0.9 0.11
H -0.406 -10.277 0.320 0.1 0.1 -0.1 0.14
O -2.248 -5.053 6.124 -0.5 -0.3 -0.1 0.09
H -1.160 4.870 0.551 0.9 -0.3 -0.5 0.13
C 2.836 2.898 -0.829 1.4 -1.0 0.0 -0.33
H -1.480 -9.123 3.307 0.0 0.0 -0.1 0.09
C -1.078 -1.629 1.926 -0.5 -3.3 1.0 -0.09
H -4.503 1.776 -3.455 0.0 0.1 0.2 0.14
N 0.071 -1.942 1.192 0.6 0.0 -0.7 -0.17
H 1.783 -0.613 -8.485 0.0 0.2 0.1 0.14
C 0.393 -3.299 1.158 -2.9 -0.2 2.3 -0.08
H -3.459 3.613 -1.203 0.0 -0.1 0.0 0.08
H 1.544 -0.470 1.289 -0.3 -0.3 -1.2 0.13
H -4.230 2.692 0.106 0.2 0.0 0.0 0.09
C 2.255 5.655 3.631 -0.6 -0.6 -1.1 -0.19
C 2.392 -0.651 -7.578 0.4 -0.3 -0.2 -0.10
O 1.171 0.527 -6.064 -0.1 -0.7 0.2 0.08
H -2.448 -3.093 3.124 0.9 0.4 -0.8 0.07
H 2.187 2.757 -7.044 0.2 -0.1 0.0 0.09
C -3.295 -5.875 5.839 0.1 -0.4 -0.3 -0.54
H 4.790 0.970 -3.137 0.5 0.2 0.0 0.07
H 1.846 1.563 0.750 0.5 0.6 -0.9 0.06
H 0.335 -9.423 1.694 -0.2 0.0 0.1 0.14
O -2.388 -0.840 -8.803 -0.2 0.4 0.1 0.06
H -3.851 -4.899 8.348 0.2 0.1 0.0 0.14
C -4.837 -1.785 -6.298 0.0 0.3 0.3 -0.01
O 0.143 -1.250 -5.118 0.2 0.1 -0.2 0.15
C -0.618 -3.964 1.966 0.3 2.4 -0.4 -0.07
C 2.465 4.388 1.379 -0.7 1.9 1.1 -0.54
O -4.003 0.111 -7.566 0.5 0.1 -0.5 0.08
N 5.421 2.579 -0.049 0.5 -0.3 -0.2 0.19
O 5.443 1.687 -3.248 -1.3 1.8 1.6 -0.16
O -3.223 -6.839 5.144 -0.1 0.2 0.2 0.16
H -5.002 -1.465 -8.416 0.1 0.0 -0.1 0.16
C -0.301 4.140 0.394 -0.2 0.0 0.0 -0.24
H 1.810 6.597 4.028 0.6 -0.7 -0.5 0.07
C -2.225 -9.220 2.514 -0.1 0.3 0.2 -0.02
C 1.751 4.941 6.607 -0.4 -0.1 0.1 -0.55
O 0.748 4.724 6.004 0.2 0.1 0.3 0.15
H 0.005 1.978 -1.220 1.0 -0.5 -0.2 0.08
Br 1.347 7.124 1.240 0.4 -1.0 0.4 0.80
O -4.433 -5.451 6.457 0.4 -0.1 -0.2 0.06
C -0.375 -7.135 0.343 0.1 0.5 -0.2 -0.54
H 1.650 4.807 4.061 0.7 1.0 -0.5 0.05
H -1.628 -3.901 8.539 -0.1 0.0 0.0 0.09
C -4.151 -0.588 -2.095 -0.2 -0.6 0.1 -0.54
H -4.099 -1.692 -5.498 0.0 0.0 -0.1 0.08
H -0.652 -5.050 2.181 -0.1 1.1 -0.2 0.07
P 4.577 3.140 -3.233 0.3 0.9 -5.8 0.56
O -4.478 -1.726 -1.991 0.1 0.3 -0.1 0.17
N 3.715 6.316 -1.199 0.4 0.2 -0.3 0.20
O -0.029 -6.063 -0.039 0.1 -0.5 -0.1 0.15
O -3.588 -0.046 -3.214 -0.2 -0.1 0.4 0.05
H 0.619 5.606 -0.916 0.5 -1.2 0.3 0.09
H -2.213 -2.296 8.064 0.0 0.0 -0.1 0.09
H 3.903 3.176 9.412 0.1 0.0 -0.1 0.09
C 2.407 1.878 -7.652 -0.4 0.3 -0.1 -0.02
H -2.501 1.343 -1.156 0.0 -0.1 -0.1 0.14
C 0.958 -0.975 0.471 -1.6 0.2 0.6 -0.13
C -3.585 1.368 -3.023 0.4 0.1 -0.5 -0.10
H 2.436 2.098 -2.938 0.6 0.9 0.6 0.10
C -1.827 -3.245 7.688 0.3 -0.2 0.0 -0.02
H -0.569 -0.634 -1.071 0.6 0.5 0.6 0.13
H 3.049 6.603 8.372 0.0 -0.2 0.1 0.14
H 5.078 4.507 9.378 0.0 0.0 -0.1 0.09
```
Positions in Å, forces in eV/Å.

Calculated values
- Relative energy (zero: lowest compared OMol25 entry of this formula, charge and spin): 79.8 kcal per mole
- HOMO-LUMO gap: 7.343 eV
- Structure (SMILES): C/C(Br)=C(\Br)[C@](C#N)(CC=O)[C@@](C#N)(CCCCn1cccc1)CP(=O)(O)O.C[C@@H]1COC(=O)O1.C[C@@H]1COC(=O)O1.C[C@@H]1COC(=O)O1.C[C@@H]1COC(=O)O1.C[C@@H]1COC(=O)O1.C[C@@H]1COC(=O)O1

(3)
The following is a DFT calculation (ωB97M-V/def2-TZVPD) of a molecular structure, C36H43FN8NaO11.

Geometry as XYZ:
```
100
Properties=species:S:1:pos:R:3:forces:R:3:lowdin_charge:R:1
O 0.380 1.587 0.038 0.0 0.0 0.0 0.10
C 6.224 -2.328 -2.971 0.0 0.1 -0.1 -0.09
O -1.322 -1.647 -0.096 0.0 0.0 0.0 -0.19
H 5.318 -4.266 -3.198 0.0 0.0 0.0 0.13
H -1.320 4.237 2.677 -0.1 0.1 -0.3 0.02
C -2.694 -0.004 -1.145 0.0 0.2 0.0 -0.20
O -2.780 1.011 -0.175 -0.1 -0.1 0.1 -0.19
H -4.472 0.298 0.841 0.0 -0.1 0.0 0.07
C -2.632 -1.407 -0.588 0.1 -0.1 0.1 -0.19
H -4.780 1.473 -0.476 0.0 0.0 0.0 0.09
H 2.684 -2.186 -4.558 -0.1 0.0 0.0 0.13
C -3.074 4.650 0.541 0.1 -0.2 0.0 -0.11
H -1.240 -3.720 -0.197 0.0 0.0 0.0 0.08
H 3.896 1.223 2.732 0.0 0.0 -0.1 0.14
C 5.369 -1.641 2.123 0.0 0.0 0.0 -0.06
O -3.100 2.656 2.986 -0.3 0.7 0.7 -0.14
H -1.782 0.192 -1.715 0.0 0.0 0.0 0.11
H 3.869 -3.422 -4.942 0.0 0.0 0.0 0.14
C 5.139 -3.348 -2.626 0.0 0.0 -0.1 -0.15
N -2.726 4.136 -4.446 0.0 0.0 -0.1 0.08
C -4.704 -4.204 3.959 0.0 0.0 0.0 -0.02
O 2.216 2.790 3.573 -0.1 -0.2 0.0 -0.02
C 2.054 0.000 -0.375 0.0 0.1 0.1 -0.03
H -2.461 4.760 5.195 0.0 0.1 0.2 0.09
N 6.067 -1.939 -4.423 -0.1 0.0 0.1 0.06
O -4.911 -1.713 2.126 0.1 0.0 0.0 0.02
O -0.958 3.825 -6.030 -0.1 0.1 0.0 -0.05
N -1.959 3.963 0.290 -0.1 0.2 0.0 0.13
H -2.007 -3.055 1.266 0.0 0.0 0.0 0.08
O -0.791 -1.513 4.073 -0.1 0.0 -0.1 0.05
O -4.063 3.023 5.011 0.3 0.2 -0.4 -0.05
H -4.047 1.994 1.080 0.0 -0.1 0.0 0.07
C 5.367 -0.338 1.333 -0.1 0.0 0.0 -0.21
H -2.702 2.727 -5.953 0.0 -0.1 0.0 0.12
O 0.236 1.836 3.016 0.5 0.2 0.2 -0.03
C 4.670 -1.434 -4.719 0.1 0.0 0.0 -0.07
H -0.566 3.235 -5.372 0.0 -0.1 0.1 0.07
H -5.680 -4.228 3.487 0.0 0.0 0.0 0.11
C 3.947 -1.386 -0.964 0.1 0.1 0.1 0.03
H 6.240 -2.759 -5.005 0.0 -0.1 -0.1 0.17
H -0.827 2.999 -1.131 -0.1 0.1 0.0 0.10
N 4.032 0.099 0.962 0.0 0.0 0.0 -0.05
C -3.943 -1.920 2.851 0.0 0.1 0.1 -0.46
N 3.808 -2.876 -2.927 0.0 -0.1 -0.1 -0.08
H 4.524 -0.544 -4.108 0.0 0.0 0.0 0.14
O -1.468 2.475 -3.601 0.0 0.1 0.0 0.05
H -2.860 -2.124 -1.393 0.0 0.0 0.0 0.13
C -4.099 1.194 0.341 0.0 0.0 0.0 -0.07
H -3.030 5.078 -4.281 0.0 0.1 0.0 0.13
C -1.207 -2.901 0.538 0.0 0.0 0.0 -0.10
C 2.091 1.363 1.695 0.0 -0.1 -0.1 -0.01
C -4.279 -5.215 4.822 0.0 0.0 0.0 -0.10
C -3.985 5.002 -0.451 0.0 0.0 0.0 -0.05
H -4.934 -6.052 5.037 0.0 0.0 0.0 0.09
C -3.020 -5.164 5.418 0.0 0.0 0.0 -0.10
F 1.170 -2.143 -3.161 0.0 0.0 -0.1 0.05
N -1.205 4.603 3.613 -0.4 0.0 0.3 0.01
H 4.947 -1.729 -0.746 -0.1 0.0 0.0 0.07
H 4.633 -1.174 -5.774 0.0 0.0 0.0 0.14
C -1.721 3.591 -0.963 0.1 -0.1 0.1 -0.07
C 1.908 -1.534 -2.197 0.0 0.0 0.0 -0.19
H 6.102 -1.408 -2.406 0.0 0.0 0.0 0.12
H -0.254 -2.925 1.069 0.0 0.0 0.0 0.09
Na -1.749 1.108 2.580 0.1 -0.6 -0.2 0.40
C 3.688 -2.527 -4.334 0.0 0.0 0.0 -0.14
C 3.361 -0.432 -0.113 0.0 0.0 0.1 -0.13
C 3.349 0.924 1.844 0.1 -0.1 0.0 0.02
N -2.810 -1.170 2.984 0.0 -0.3 -0.1 0.15
H -3.543 0.071 -1.839 0.0 0.0 0.0 0.12
C -2.200 3.438 -3.388 0.0 -0.2 0.1 -0.42
H -1.170 -4.044 5.622 0.0 0.0 0.0 0.11
C 1.333 -0.576 -1.411 -0.2 0.0 0.0 0.10
H 6.761 -1.243 -4.678 0.1 0.1 0.0 0.18
H -3.264 4.898 1.583 0.1 0.0 0.0 0.11
H -2.838 4.415 -6.484 0.0 0.0 0.0 0.12
C 3.236 -1.929 -2.024 0.0 0.0 0.0 -0.17
H 6.387 -1.922 2.405 0.0 0.0 0.0 0.07
C -3.268 3.282 4.088 -0.2 -0.2 -0.2 -0.74
H 5.979 -0.421 0.432 0.1 0.0 0.0 0.10
H -3.366 -1.543 0.211 0.0 0.0 0.0 0.10
H -2.716 -5.961 6.088 0.0 0.0 0.0 0.09
H -0.588 3.912 4.028 0.2 -0.2 0.1 0.05
H -4.888 5.537 -0.190 0.0 0.0 0.0 0.10
C -2.592 -3.109 4.315 0.1 0.0 0.0 -0.10
C -3.726 4.622 -1.754 0.0 0.0 0.0 -0.04
H 5.224 -3.609 -1.573 0.0 0.0 0.0 0.14
C -2.565 3.903 -2.026 0.0 0.0 -0.1 -0.13
H -4.437 4.845 -2.542 0.0 0.0 0.0 0.11
H 7.232 -2.717 -2.839 0.0 0.0 0.0 0.13
H 4.928 -2.458 1.546 0.0 0.0 0.0 0.07
H 5.809 0.461 1.924 0.0 0.0 0.1 0.12
C -3.836 -3.158 3.727 0.0 0.0 -0.1 -0.10
N -2.502 4.482 4.232 0.1 -0.1 -0.4 -0.05
C 1.451 2.092 2.887 -0.2 0.2 -0.1 -0.64
C -2.152 -4.100 5.166 0.0 0.0 0.0 -0.02
C -2.347 3.744 -5.784 0.0 0.1 0.1 -0.26
C 1.394 1.060 0.448 0.0 -0.2 0.1 -0.28
H 4.778 -1.527 3.033 0.0 0.0 0.0 0.09
C -1.938 -1.839 3.801 0.0 0.1 0.0 -0.47
H 0.295 -0.282 -1.546 0.2 0.0 0.0 0.12
```
Positions in Å, forces in eV/Å.

Calculated values
- Relative energy (zero: lowest compared OMol25 entry of this formula, charge and spin): 4.4 kcal per mole
- HOMO-LUMO gap: 3.034 eV
- Charge: -1